The following is a DFT calculation (ωB97M-V with the def2-TZVPD basis set) of a 17-piece molecular cluster, C68H136O17 overall in a non-equilibrium geometry.

CARTESIAN COORDINATES (ANGSTROEM)
C 2.05 0.09 6.07
C 1.15 -0.81 5.27
C 2.14 -2.00 5.11
O 2.86 -2.12 6.34
C 2.81 -0.83 6.98
H 1.50 0.85 6.63
H 2.73 0.61 5.40
H 1.00 -0.43 4.26
H 0.21 -0.98 5.79
H 2.76 -1.84 4.23
H 1.48 -2.83 4.87
H 3.85 -0.52 7.13
H 2.33 -0.93 7.95
C -4.80 4.07 -0.50
C -3.85 4.42 -1.63
C -2.76 3.38 -1.43
O -3.37 2.24 -0.82
C -4.66 2.57 -0.23
H -5.83 4.37 -0.71
H -4.54 4.61 0.40
H -3.56 5.46 -1.53
H -4.26 4.29 -2.63
H -1.96 3.72 -0.77
H -2.32 3.22 -2.42
H -4.67 2.40 0.85
H -5.48 2.03 -0.69
C 2.99 3.05 3.18
C 2.65 4.12 2.21
C 1.77 5.04 3.10
O 2.44 5.05 4.31
C 2.96 3.71 4.54
H 3.95 2.53 3.13
H 2.17 2.33 3.19
H 2.11 3.68 1.37
H 3.55 4.59 1.81
H 0.75 4.65 3.12
H 1.68 6.04 2.69
H 2.35 3.15 5.24
H 4.00 3.78 4.87
C 6.41 -2.84 1.11
C 6.25 -1.39 0.73
C 5.66 -0.74 1.98
O 5.41 -1.85 2.82
C 6.36 -2.84 2.61
H 7.36 -3.26 0.78
H 5.57 -3.44 0.75
H 5.63 -1.26 -0.16
H 7.23 -0.94 0.55
H 4.74 -0.21 1.73
H 6.32 0.03 2.40
H 6.16 -3.85 2.96
H 7.28 -2.46 3.05
C -0.12 8.98 0.25
C 0.41 7.95 -0.73
C -0.16 6.69 -0.06
O -0.03 6.84 1.34
C 0.03 8.26 1.62
H -1.16 9.09 -0.08
H 0.42 9.92 0.14
H 1.49 7.93 -0.72
H 0.11 8.09 -1.77
H 0.27 5.78 -0.48
H -1.24 6.60 -0.22
H 1.00 8.55 2.02
H -0.88 8.52 2.16
C 3.57 -2.40 -3.42
C 3.86 -3.78 -2.87
C 5.21 -4.10 -3.47
O 5.33 -3.19 -4.63
C 4.12 -2.53 -4.84
H 4.04 -1.61 -2.85
H 2.50 -2.18 -3.40
H 3.09 -4.47 -3.21
H 3.88 -3.79 -1.78
H 5.34 -5.16 -3.66
H 5.97 -3.73 -2.78
H 3.52 -3.16 -5.48
H 4.28 -1.58 -5.36
C -1.79 -2.31 3.40
C -2.41 -0.95 3.65
C -3.53 -1.19 4.62
O -3.32 -2.50 5.01
C -2.73 -3.27 3.99
H -0.82 -2.37 3.90
H -1.72 -2.52 2.34
H -2.76 -0.48 2.73
H -1.74 -0.24 4.14
H -4.54 -1.08 4.20
H -3.53 -0.54 5.49
H -3.37 -3.71 3.23
H -2.21 -4.05 4.54
C -6.44 2.68 -5.19
C -6.20 1.88 -3.95
C -4.72 1.52 -4.08
O -4.14 2.49 -4.92
C -5.12 3.46 -5.30
H -7.29 3.36 -5.14
H -6.62 2.14 -6.12
H -6.84 1.01 -3.86
H -6.49 2.46 -3.08
H -4.68 0.56 -4.59
H -4.16 1.48 -3.15
H -4.96 3.72 -6.34
H -5.20 4.33 -4.64
C 4.08 2.38 -0.94
C 5.15 2.58 -1.95
C 4.67 1.88 -3.22
O 3.46 1.17 -2.80
C 3.46 1.11 -1.37
H 3.33 3.17 -1.01
H 4.49 2.36 0.07
H 6.04 2.03 -1.64
H 5.52 3.58 -2.15
H 5.41 1.19 -3.62
H 4.43 2.64 -3.96
H 3.97 0.22 -1.01
H 2.41 1.02 -1.08
C -3.62 -5.71 1.06
C -3.01 -6.98 1.70
C -4.19 -7.70 2.38
O -5.37 -6.99 1.88
C -5.01 -5.61 1.69
H -3.75 -5.89 -0.01
H -3.03 -4.80 1.22
H -2.21 -6.69 2.38
H -2.62 -7.62 0.92
H -4.29 -7.64 3.46
H -4.21 -8.76 2.10
H -5.05 -5.05 2.62
H -5.74 -5.14 1.02
C -0.26 -0.90 -4.12
C -1.50 -0.06 -3.92
C -1.36 0.99 -5.04
O 0.01 0.91 -5.40
C 0.74 0.14 -4.49
H -0.41 -1.64 -4.91
H -0.02 -1.46 -3.21
H -1.36 0.45 -2.96
H -2.46 -0.56 -3.93
H -1.57 1.99 -4.66
H -2.03 0.73 -5.86
H 1.13 0.55 -3.56
H 1.63 -0.25 -4.99
C 0.08 -4.82 -1.95
C 0.00 -6.22 -1.36
C -1.19 -6.83 -2.13
O -1.28 -6.07 -3.31
C -0.95 -4.68 -3.04
H 1.06 -4.64 -2.39
H -0.13 -4.08 -1.17
H -0.24 -6.19 -0.29
H 0.89 -6.80 -1.60
H -2.13 -6.62 -1.62
H -1.08 -7.89 -2.34
H -1.84 -4.15 -2.72
H -0.59 -4.17 -3.94
C 0.96 0.47 1.33
C 1.56 -0.92 1.34
C 0.93 -1.51 0.03
O 0.11 -0.57 -0.56
C -0.28 0.32 0.47
H 1.67 1.20 0.96
H 0.66 0.84 2.31
H 1.33 -1.44 2.27
H 2.64 -0.99 1.21
H 0.29 -2.32 0.39
H 1.62 -1.99 -0.67
H -1.20 -0.03 0.94
H -0.56 1.29 0.04
C 1.56 -6.23 2.46
C 3.01 -5.85 2.19
C 2.94 -4.40 1.78
O 1.55 -4.10 1.91
C 0.84 -4.99 2.73
H 1.47 -6.94 3.28
H 1.12 -6.76 1.62
H 3.51 -6.43 1.41
H 3.64 -5.99 3.06
H 3.32 -4.27 0.77
H 3.52 -3.77 2.45
H -0.19 -5.03 2.37
H 0.74 -4.64 3.76
C -4.14 -1.24 -1.42
C -4.52 -2.20 -2.53
C -4.90 -3.52 -1.82
O -4.90 -3.16 -0.41
C -3.89 -2.15 -0.24
H -4.97 -0.55 -1.24
H -3.29 -0.61 -1.70
H -3.65 -2.34 -3.16
H -5.36 -1.92 -3.16
H -4.11 -4.25 -2.01
H -5.88 -3.88 -2.13
H -2.90 -2.61 -0.25
H -4.09 -1.67 0.72
C 1.47 3.45 -4.37
C 2.32 4.70 -4.24
C 1.30 5.67 -3.58
O 0.40 4.84 -2.82
C 0.73 3.50 -3.06
H 2.02 2.52 -4.53
H 0.77 3.46 -5.21
H 2.68 5.03 -5.22
H 3.15 4.59 -3.54
H 0.69 6.17 -4.32
H 1.86 6.37 -2.96
H -0.06 2.75 -3.06
H 1.42 3.16 -2.29
C -1.76 3.30 2.33
C -2.47 4.58 2.58
C -1.81 5.11 3.88
O -1.16 3.99 4.44
C -1.47 2.81 3.74
H -0.82 3.44 1.80
H -2.37 2.60 1.76
H -3.54 4.43 2.70
H -2.31 5.30 1.78
H -2.58 5.41 4.59
H -1.13 5.94 3.68
H -2.34 2.35 4.20
H -0.63 2.12 3.83

The molecular weight is 1225.82 g mol⁻¹. The value obtained for the energy above the lowest of the compared OMol25 structures with the same formula, charge and spin is 0.0 kcal/mol. The value obtained for the maximum force is 3.2 eV/A.